Here is a 8-piece molecular cluster, C6H25N2O7 overall from the OMol25 dataset. Energies are from wB97M-V/def2-TZVPD.

```
40
C6H25N2O7 | the OMol25 dataset | wB97M-V/def2-TZVPD
C 2.74 1.37 -1.06
C 2.00 0.87 -2.26
C 0.84 -0.10 -1.94
C -0.17 0.79 -1.30
C -1.19 1.56 -1.90
N -1.95 2.09 -0.89
C -1.30 1.75 0.30
N -0.31 0.92 0.09
H 3.49 2.15 -1.14
H 3.37 0.59 -0.54
H 2.08 1.94 -0.38
H 2.71 0.37 -2.94
H 1.52 1.66 -2.90
H 1.10 -0.84 -1.17
H 0.52 -0.73 -2.81
H -1.44 1.60 -2.93
H -2.79 2.62 -1.04
H -1.85 1.97 1.18
H 0.27 -0.18 3.12
H -1.53 -1.01 2.16
H -1.82 0.15 3.29
O -1.20 -0.19 2.64
H -2.55 -3.04 -2.00
H -1.43 -3.91 -2.55
O -1.93 -3.73 -1.76
H -1.50 -3.16 0.63
H -0.85 -3.17 2.05
O -1.26 -2.63 1.39
H -2.34 -1.22 -1.19
H -2.52 -0.17 -0.15
O -3.02 -0.77 -0.72
H 0.90 -1.93 0.70
H 2.19 -1.11 0.36
O 1.80 -1.71 1.01
H 1.41 -0.84 2.41
H 1.37 0.86 2.65
O 1.27 -0.20 3.11
H 0.90 2.48 1.36
H 1.45 2.78 2.84
O 1.00 2.14 2.28
```

Properties
gap between HOMO and LUMO	9.222	eV
HOMO energy	-11.9	eV
lowest unoccupied orbital energy	-0.0974	Ha
net charge	+1
electronic energy	-23934.29011	eV